No. 1
The following is a DFT calculation (ωB97M-V with the def2-TZVPD basis set) of an isolated ion of composition C25H30NO5 and charge +1.

Calculated values
HOMO-LUMO gap (eV): 7.08
Spin multiplicity: 1
Largest force on an atom (eV Å⁻¹): 0.915
SMILES: CCOc1cc(/C=C2\C[NH+](CC)C/C(=C\c3ccc(O)c(OCC)c3)C2=O)ccc1O
LUMO energy (eV): -3.4
Charge: +1
ΔE to the lowest compared entry with this formula, charge and spin (kJ/mol): 0.0

The geometry in XYZ format:
```
61
C25H30NO5 (ωB97M-V with the def2-TZVPD basis set)
C 5.474 -5.657 -4.068
C 4.435 -4.835 -3.324
O 4.334 -5.360 -2.009
C 3.431 -4.823 -1.146
C 2.603 -3.750 -1.390
C 1.721 -3.274 -0.401
C 0.913 -2.134 -0.736
C 0.342 -1.197 0.056
C 0.514 -1.136 1.549
N 0.436 0.276 1.997
C 0.905 0.495 3.393
C 0.085 -0.235 4.443
C -0.936 0.778 1.736
C -1.185 0.811 0.254
C -2.004 1.695 -0.360
C -2.847 2.724 0.183
C -3.389 2.700 1.471
C -4.191 3.732 1.917
C -4.465 4.818 1.098
O -5.233 5.820 1.549
C -3.948 4.848 -0.220
O -4.328 5.946 -0.930
C -3.870 6.130 -2.260
C -2.438 6.648 -2.319
C -3.166 3.804 -0.661
C -0.467 -0.153 -0.607
O -0.542 -0.090 -1.823
C 1.660 -3.950 0.820
C 2.472 -5.038 1.067
C 3.376 -5.477 0.109
O 4.173 -6.523 0.364
H 5.581 -5.280 -5.081
H 6.435 -5.593 -3.564
H 5.170 -6.699 -4.109
H 4.740 -3.781 -3.279
H 3.461 -4.904 -3.824
H 2.632 -3.242 -2.340
H 0.749 -1.973 -1.796
H 1.489 -1.549 1.823
H -0.269 -1.697 2.066
H 1.059 0.809 1.379
H 1.946 0.167 3.446
H 0.874 1.570 3.585
H 0.504 -0.008 5.420
H 0.125 -1.313 4.312
H -0.951 0.089 4.448
H -1.639 0.113 2.246
H -1.038 1.786 2.148
H -1.995 1.623 -1.443
H -3.255 1.842 2.108
H -4.629 3.713 2.901
H -5.346 6.475 0.842
H -4.553 6.874 -2.676
H -3.981 5.201 -2.830
H -2.359 7.584 -1.771
H -1.741 5.935 -1.885
H -2.161 6.825 -3.354
H -2.765 3.801 -1.662
H 0.922 -3.682 1.559
H 2.418 -5.576 1.999
H 4.712 -6.708 -0.420
```

No. 2
The following is a DFT calculation (ωB97M-V with the def2-TZVPD basis set) of a 10-piece molecular cluster, C20H54F4O10S8 overall in a non-equilibrium geometry.

Calculated values
HOMO-LUMO gap (eV): 4.37
Spin multiplicity: 1
Largest force on an atom (eV Å⁻¹): 3.784
LUMO energy (eV): 3.0
Charge: -2
ΔE to the lowest compared entry with this formula, charge and spin (kJ/mol): 0.0

The geometry in XYZ format:
```
96
C20H54F4O10S8 (ωB97M-V with the def2-TZVPD basis set)
F -4.930 -2.297 0.272
C 0.518 -1.005 0.466
O -0.594 -0.317 -0.172
O 0.168 -2.237 0.776
C 1.804 -0.502 -0.248
F 1.855 -0.894 -1.560
F 1.870 0.848 -0.219
F 2.934 -0.922 0.355
C -1.558 0.231 0.678
C -2.752 0.889 -0.087
H -2.628 0.931 -1.172
H -3.633 0.264 0.065
H -2.956 1.912 0.242
H -1.242 0.962 1.440
H -1.989 -0.546 1.318
H 0.714 -0.418 1.409
C 2.093 6.272 -0.043
S 0.874 4.891 -0.200
O 1.291 4.402 -1.552
C 1.667 3.827 1.032
H 3.091 6.069 0.345
H 1.680 7.035 0.621
H 2.194 6.567 -1.085
H 1.839 4.318 1.996
H 2.608 3.384 0.719
H 0.890 3.117 1.325
C 1.966 -7.284 -1.276
S 1.152 -5.662 -1.657
O 0.006 -5.524 -0.725
C 2.411 -4.505 -0.980
H 1.115 -7.942 -1.106
H 2.570 -7.265 -0.369
H 2.548 -7.615 -2.136
H 3.339 -4.502 -1.556
H 2.642 -4.705 0.068
H 1.888 -3.547 -0.999
C -3.142 7.672 0.504
S -3.488 6.003 1.053
O -4.975 5.939 1.280
C -3.017 5.195 -0.472
H -2.227 7.677 -0.090
H -2.970 8.339 1.348
H -3.975 8.038 -0.096
H -3.721 5.367 -1.287
H -3.100 4.129 -0.246
H -1.969 5.408 -0.674
C -5.144 0.345 2.539
S -6.115 1.687 3.333
O -5.371 2.036 4.596
C -5.478 2.956 2.216
H -5.369 0.091 1.502
H -5.259 -0.582 3.098
H -4.120 0.701 2.651
H -5.508 2.652 1.167
H -4.499 3.287 2.550
H -6.156 3.814 2.205
C 1.776 -3.407 3.299
S 0.710 -4.662 4.125
O -0.379 -5.027 3.142
C 1.812 -6.106 3.932
H 2.047 -3.663 2.277
H 2.694 -3.210 3.858
H 1.074 -2.575 3.327
H 2.599 -5.975 4.683
H 2.381 -5.829 3.043
H 1.255 -7.028 3.846
C -0.960 3.476 -3.996
S -0.136 2.066 -4.795
O 0.939 2.717 -5.660
C 0.830 1.570 -3.341
H -1.366 3.264 -3.010
H -1.718 3.916 -4.648
H -0.194 4.254 -4.026
H 1.267 0.590 -3.542
H 0.101 1.366 -2.551
H 1.636 2.246 -3.075
C 5.728 -2.495 0.423
S 5.443 -2.854 2.154
O 6.642 -3.646 2.618
C 5.554 -1.233 2.974
H 5.603 -1.449 0.156
H 5.281 -3.295 -0.158
H 6.811 -2.644 0.341
H 6.553 -0.848 3.196
H 5.185 -1.358 3.996
H 4.953 -0.411 2.582
C -2.746 -2.353 -4.125
S -1.421 -2.445 -2.823
O -1.623 -3.787 -2.159
C 0.045 -2.730 -3.901
H -2.913 -3.331 -4.582
H -2.686 -1.612 -4.924
H -3.660 -2.158 -3.560
H -0.244 -2.937 -4.930
H 0.626 -3.551 -3.488
H 0.660 -1.830 -3.837
```